Record 1
The following is a DFT calculation (ωB97M-V with the def2-TZVPD basis set) of a molecular structure, C17H20Cl3MnN4O.

Output
- relative energy (zero: lowest compared OMol25 entry of this formula, charge and spin) (kJ/mol) = 25.61
- frontier orbital gap (alpha / beta) (Ha) = 0.26067 / 0.24182
- HOMO (alpha / beta) (eV) = -18.008 / -18.742

ORCA input file:
```
! RIJCOSX wB97M-V def2-TZVPD def2/J DEFGRID3
* xyz 3 4
Mn 0.075 0.010 0.106
C -0.365 -0.242 3.005
C -0.930 -1.463 2.330
N -0.044 -1.776 1.169
C -0.620 -2.850 0.318
C -1.635 -2.214 -0.593
C -2.656 -2.878 -1.231
C -3.516 -2.151 -2.049
C -3.337 -0.780 -2.200
C -2.294 -0.173 -1.535
C -1.943 1.279 -1.620
N -1.100 1.593 -0.440
C -1.908 1.900 0.774
C -0.942 2.012 1.934
N -0.064 0.791 1.963
N -1.458 -0.883 -0.749
H 0.576 -0.490 3.500
H -1.039 0.152 3.763
H -1.931 -1.272 1.939
H -0.992 -2.309 3.015
H 0.856 -2.092 1.529
H -1.059 -3.641 0.928
H 0.178 -3.308 -0.271
H -2.788 -3.943 -1.089
H -4.331 -2.649 -2.558
H -4.001 -0.195 -2.822
H -2.831 1.912 -1.659
H -1.364 1.468 -2.526
H -0.501 2.391 -0.643
H -2.621 1.086 0.925
H -2.473 2.823 0.637
H -1.458 2.131 2.885
H -0.289 2.874 1.796
H 0.876 1.136 2.144
Cl 6.821 0.676 -2.234
C 5.295 0.849 -1.592
C 4.382 -0.247 -1.694
C 3.144 -0.095 -1.168
Cl 1.956 -1.372 -1.220
C 2.716 1.111 -0.532
O 1.519 1.256 -0.089
C 3.670 2.189 -0.439
Cl 3.174 3.622 0.328
C 4.926 2.056 -0.961
H 4.690 -1.163 -2.182
H 5.635 2.870 -0.893
*
```


Record 2
The following is a DFT calculation (ωB97M-V with the def2-TZVPD basis set) of a molecular structure, C41H41Br15F12O36 at a distorted geometry.

Output
- frontier orbital gap (Ha) = 0.34526
- HOMO (eV) = -9.891

ORCA input file:
```
! RIJCOSX wB97M-V def2-TZVPD def2/J DEFGRID3
* xyz 0 1
C -6.447 3.224 4.426
C -5.726 3.012 5.774
O -4.692 2.162 5.405
C -4.722 1.754 4.167
O -4.132 0.799 3.742
O -5.625 2.494 3.495
F -6.497 2.417 6.750
H -6.402 4.276 4.189
H -7.459 2.849 4.352
H -5.338 3.943 6.196
C 7.614 -2.201 -1.497
C 6.723 -2.542 -2.726
O 5.574 -1.832 -2.464
C 5.511 -1.622 -1.121
O 4.602 -1.179 -0.518
O 6.650 -1.972 -0.514
F 6.389 -3.797 -2.858
H 8.293 -1.344 -1.653
H 8.199 -3.096 -1.173
H 7.204 -2.225 -3.661
C 0.089 7.007 -2.965
C 0.155 5.611 -2.249
O -0.899 5.717 -1.326
C -1.570 6.889 -1.515
O -2.507 7.245 -0.812
O -1.074 7.622 -2.504
F 1.276 5.325 -1.566
H 0.057 6.794 -4.037
H 0.953 7.651 -2.750
H -0.034 4.813 -2.946
C -4.325 0.160 0.676
C -4.258 1.402 -0.140
O -5.452 1.388 -0.855
C -5.839 0.029 -0.967
O -6.721 -0.424 -1.675
O -5.094 -0.724 -0.157
F -3.164 1.359 -0.947
H -4.930 0.191 1.561
H -3.409 -0.348 0.955
H -4.238 2.331 0.429
C 3.189 0.450 4.194
C 4.681 -0.002 3.908
O 5.014 0.748 2.805
C 3.878 1.241 2.242
O 3.877 1.801 1.199
O 2.793 0.989 2.977
F 4.604 -1.365 3.517
H 3.093 1.206 4.998
H 2.537 -0.423 4.428
H 5.314 0.131 4.764
C 6.669 3.604 1.265
C 6.053 3.517 -0.113
O 6.479 2.299 -0.620
C 7.600 1.931 0.161
O 8.362 1.025 -0.145
O 7.746 2.675 1.283
F 6.480 4.501 -0.908
H 6.026 3.300 2.077
H 7.051 4.610 1.499
H 4.971 3.624 -0.095
C -1.912 -6.411 4.825
C -3.090 -5.522 4.541
O -3.477 -5.921 3.264
C -2.496 -6.665 2.726
O -2.408 -7.047 1.602
O -1.544 -7.005 3.661
F -2.780 -4.221 4.465
H -2.135 -7.191 5.573
H -1.013 -5.918 5.233
H -3.849 -5.634 5.292
C -3.698 0.158 -4.766
C -3.974 -0.857 -5.922
O -2.875 -0.694 -6.764
C -2.108 0.308 -6.290
O -1.158 0.679 -6.916
O -2.548 0.864 -5.173
F -5.140 -0.659 -6.613
H -3.606 -0.421 -3.843
H -4.489 0.870 -4.646
H -4.101 -1.845 -5.494
C 2.480 -3.921 -4.135
C 1.856 -4.987 -3.190
O 1.515 -5.995 -4.053
C 1.678 -5.621 -5.335
O 1.164 -6.183 -6.262
O 2.363 -4.494 -5.416
F 0.664 -4.457 -2.664
H 3.519 -3.667 -3.905
H 1.843 -3.048 -4.191
H 2.488 -5.342 -2.401
C -1.879 -0.506 5.313
C -1.279 0.801 4.861
O 0.070 0.549 5.083
C 0.188 -0.353 6.117
O 1.235 -0.512 6.712
O -0.945 -0.959 6.340
F -1.631 1.834 5.639
H -1.923 -1.261 4.505
H -2.845 -0.273 5.751
H -1.574 1.000 3.843
C -1.239 -3.846 -6.461
C -2.053 -4.428 -5.341
O -2.210 -3.348 -4.512
C -1.142 -2.537 -4.640
O -0.892 -1.659 -3.865
O -0.463 -2.861 -5.762
F -1.455 -5.447 -4.693
H -1.899 -3.237 -7.077
H -0.592 -4.464 -7.076
H -3.026 -4.733 -5.717
C 0.112 0.043 -0.514
C 0.519 1.168 0.434
O -0.195 0.907 1.581
C -0.873 -0.268 1.462
O -1.554 -0.716 2.331
O -0.791 -0.766 0.252
F 0.101 2.395 -0.143
H 0.984 -0.522 -0.749
H -0.420 0.340 -1.426
H 1.581 1.294 0.608
C 2.601 1.226 -3.881
Br 2.494 -0.572 -3.173
Br 3.657 2.443 -2.712
Br 0.848 2.047 -3.926
H 3.050 1.210 -4.877
C 2.065 7.516 1.212
Br 2.454 8.310 3.008
Br 3.473 6.193 0.742
Br 1.973 8.875 -0.206
H 1.120 6.984 1.274
C -1.713 5.097 3.192
Br -2.396 6.801 2.642
Br 0.288 5.145 3.207
Br -2.310 3.614 2.074
H -1.977 4.894 4.224
C 0.950 -3.655 1.816
Br 2.413 -2.581 1.020
Br 0.834 -3.069 3.695
Br 1.318 -5.567 1.667
H 0.037 -3.394 1.320
C -4.292 -3.720 -0.777
Br -5.160 -3.506 -2.568
Br -2.362 -4.183 -0.961
Br -5.187 -5.119 0.237
H -4.401 -2.795 -0.262
*
```